Record 1
The molecule C4H4FN in a non-equilibrium geometry, computed with wB97M-V/def2-TZVPD.

Last column: Löwdin charge in e.
Geometry (Å):
F1 -2.162997 -1.258153 -0.006700  0.058
N1 1.116627 -2.551764 -0.004266  0.160
C1 -1.408357 -0.165959 -0.003437  -0.096
C2 0.571577 -1.523363 -0.003691  -0.181
C3 -0.059345 -0.229766 -0.001422  -0.270
C4 0.812303 0.998969 -0.019374  -0.054
H1 1.438928 1.013182 -0.877637  0.070
H2 1.445626 1.034082 0.897263  0.099
H3 -1.954948 0.768458 0.001316  0.128
H4 0.200585 1.914311 0.017949  0.085

Atoms 1-6, force components in eV/Å:
-0.094 0.048 0.021
-0.822 1.566 0.000
1.528 0.058 0.015
0.779 -1.374 0.002
-1.189 -0.020 -0.082
-0.501 0.300 1.678

Net charge: 0
Orbital gap: 0.3930 Eh
LUMO: 0.63 eV
SMILES string: C/C(C#N)=C/F

Record 2
A cluster of 2 separate species, C10H16 in total in a non-equilibrium geometry, computed with wB97M-V/def2-TZVPD.

Last column: Löwdin charge in e.
Geometry (Å):
C1 1.485767 -0.397522 1.106830  -0.202
C2 0.388881 -0.614133 -1.464342  -0.152
C3 0.398877 -1.311400 0.862384  -0.132
C4 0.107206 3.027933 0.772898  -0.175
C5 -1.333144 -2.250398 -0.732862  -0.235
C6 -0.149663 -1.353230 -0.430965  -0.353
C7 -1.007901 3.385861 1.746018  -0.177
C8 1.468422 0.298995 -1.212272  -0.195
C9 -0.959276 -3.544410 -1.518246  -0.118
C10 2.058404 0.291263 0.068798  -0.231
H1 0.044515 -0.740442 -2.487090  0.072
H2 1.061136 2.792422 1.239047  0.055
H3 2.838365 1.037381 0.235988  0.077
H4 1.946368 0.986570 -1.911886  0.048
H5 0.129304 -3.581794 -1.561431  0.065
H6 -1.322737 -4.439789 -0.989210  0.049
H7 -1.899603 3.652988 1.177956  0.054
H8 -2.061530 -1.667243 -1.306330  0.088
H9 -1.419000 -3.582188 -2.513534  0.051
H10 1.868820 -0.290925 2.119514  0.055
H11 -0.719568 4.270358 2.307518  0.046
H12 -1.234453 2.587531 2.447371  0.057
H13 -1.843104 -2.545345 0.196368  0.087
H14 0.224521 3.838623 0.054436  0.057
H15 -0.119445 2.157796 0.169383  0.049
H16 0.048836 -2.008896 1.623660  0.059

Atoms 1-6, force components in eV/Å:
0.561 -0.495 0.849
-0.095 0.487 -0.642
-0.533 -0.116 -0.483
-0.179 -0.119 -0.324
-0.129 -0.430 0.012
-0.081 -0.369 0.435

Net charge: -1
Orbital gap (spin up / spin down): 0.1111 / 0.2645 Eh
Expectation value of S²: 0.76
Spin multiplicity: 2
LUMO (spin up / spin down): 3.89 / 3.84 eV

Record 3
A structure of composition C17H13F5N2O3OsSe2Te3 in a non-equilibrium geometry, computed with wB97M-V/def2-TZVPD.

Last column: Löwdin charge in e.
Geometry (Å):
Os1 -0.230608 0.077044 1.260065  1.138
Te1 -2.024376 2.852485 1.400771  1.995
Te2 -1.781573 0.079809 3.627268  0.564
Te3 -3.973325 -1.371173 2.999024  0.395
Se1 -0.011847 -1.582994 3.287650  0.046
Se2 -3.892065 -0.381607 0.566746  0.663
F1 -0.156138 2.001903 2.768320  -0.722
F2 -2.984573 2.426635 3.113277  -0.608
F3 -3.913033 2.734104 0.940057  -0.509
F4 -2.281590 4.367580 0.174105  -0.508
F5 -1.636573 4.353345 2.522335  -0.456
O1 -2.403536 0.392986 0.726769  -1.201
O2 -0.026421 1.632551 -0.113303  -0.293
O3 0.032138 -2.224688 0.078270  -0.218
N1 2.551152 0.658188 0.620880  0.120
N2 1.668548 -0.244213 0.804343  -0.161
C1 0.873169 3.772979 -0.417032  0.003
C2 1.008742 2.414653 -0.021298  -0.325
C3 4.691500 2.446886 0.861605  -0.016
C4 3.223226 4.195748 0.054748  -0.162
C5 3.072922 -4.194524 0.701060  -0.068
C6 1.301905 -2.604343 0.401601  -0.289
C7 3.415856 2.854587 0.440390  -0.090
C8 1.927760 4.623176 -0.358268  0.026
C9 2.176196 -1.572540 0.774232  -0.224
C10 -0.937656 -3.245658 -0.118054  -0.060
C11 3.942823 -3.178331 1.062549  -0.074
C12 1.758260 -3.911705 0.361373  -0.012
C13 3.493455 -1.870275 1.095350  -0.007
C14 5.553475 4.662161 0.463479  -0.078
C15 4.308321 5.089431 0.077083  -0.027
C16 5.742892 3.333048 0.859242  -0.067
C17 2.292947 1.945230 0.404682  -0.137
H1 6.725183 3.005586 1.173906  0.105
H2 -0.104069 4.101099 -0.747997  0.104
H3 -0.696826 -3.846777 -0.996453  0.101
H4 -1.881924 -2.732981 -0.280117  0.070
H5 4.148876 -1.062540 1.385411  0.107
H6 1.096498 -4.714327 0.068638  0.110
H7 1.792095 5.663677 -0.627578  0.128
H8 4.832529 1.426071 1.185612  0.099
H9 4.141345 6.120321 -0.209754  0.115
H10 6.386402 5.352959 0.465274  0.104
H11 -1.011267 -3.880413 0.767002  0.102
H12 3.415407 -5.220602 0.685800  0.109
H13 4.964478 -3.402853 1.335738  0.107

Atoms 1-6, force components in eV/Å:
-0.116 -0.773 0.562
-2.201 2.919 1.722
-0.352 0.103 1.034
-0.195 0.116 -0.627
0.197 0.433 -0.951
0.446 -0.128 1.094

Net charge: 0
Orbital gap (spin up / spin down): 0.2296 / 0.1887 Eh
Expectation value of S²: 6.05
Spin multiplicity: 5
LUMO (spin up / spin down): -1.51 / -2.97 eV

Record 4
A structure of composition C33H50N3OP2Tc in a non-equilibrium geometry, computed with wB97M-V/def2-TZVPD.

Last column: Löwdin charge in e.
Geometry (Å):
Tc1 -0.101351 -0.190360 0.685738  1.115
P1 2.237504 -0.760182 0.537481  1.057
P2 -2.423651 -0.065658 0.227854  1.074
O1 -0.738952 -2.041124 3.057013  0.130
N1 0.186598 1.279113 -0.611570  0.002
N2 -0.267399 -1.471281 -0.978621  -0.044
N3 0.234676 1.161469 2.930634  0.144
C1 -4.725193 1.615449 0.098201  -0.064
C2 -1.297692 -1.419469 -1.863642  -0.302
C3 0.401978 1.716139 -1.692678  -0.096
C4 1.890230 -2.259128 -0.352286  -0.147
C5 4.294640 -2.379081 1.751438  -0.067
C6 1.048651 2.992749 -5.126655  -0.025
C7 0.846899 4.365742 -4.941078  0.001
C8 -1.407997 -2.343631 -2.893045  0.024
C9 0.523707 -3.485845 -2.042075  0.043
C10 0.166965 0.808736 4.043795  -0.220
C11 -0.509224 -1.366922 2.114349  -0.314
C12 -0.517426 -3.419680 -2.945763  0.022
C13 0.538818 2.595765 -2.783413  -0.209
C14 -2.864835 -2.856679 0.522957  -0.067
C15 3.484975 1.602043 -0.338600  -0.074
C16 3.299388 -1.254780 2.059284  -0.651
C17 0.319625 3.984019 -2.605417  0.009
C18 2.921646 -0.084744 -2.138697  -0.088
C19 0.468250 4.854668 -3.684613  -0.020
C20 0.718862 -2.442838 -1.112272  -0.306
C21 -2.531298 2.701684 -0.294057  -0.098
C22 -3.575636 -1.502465 0.706108  -0.643
C23 4.014193 -0.002118 2.589213  -0.075
C24 -2.330827 -0.331332 -1.610070  -0.213
C25 3.441966 0.111875 -0.709057  -0.620
C26 0.887196 2.103911 -4.066834  -0.009
C27 2.393776 -1.784449 3.175477  -0.103
C28 -3.980593 -1.317562 2.176799  -0.068
C29 -3.248813 1.613119 0.515557  -0.660
C30 -3.115552 1.956841 2.007309  -0.079
C31 0.057211 0.467256 5.439332  -0.002
C32 -4.835534 -1.589750 -0.168599  -0.063
C33 4.866566 -0.465597 -0.730092  -0.069
H1 1.712457 -1.009897 3.544653  0.032
H2 0.279608 5.919433 -3.543173  0.132
H3 1.256578 -4.289344 -2.036755  0.144
H4 2.655324 -3.036718 -0.414382  0.106
H5 -1.977157 -2.964525 1.147822  0.053
H6 -2.064887 1.942448 2.331591  0.047
H7 4.512314 -0.264378 3.533716  0.111
H8 -5.364150 1.047306 0.785089  0.083
H9 5.428835 -0.312335 0.196048  0.076
H10 -4.618303 -0.435772 2.320507  0.075
H11 4.826619 -2.609633 2.686051  0.114
H12 4.786344 0.379978 1.912497  0.069
H13 1.823925 -2.664974 2.853467  0.087
H14 -3.685163 1.271849 2.645204  0.071
H15 -2.590437 -3.034011 -0.523583  0.077
H16 -3.107854 -1.258273 2.840682  0.068
H17 3.026296 -1.128128 -2.462066  0.096
H18 -4.569019 -2.197170 2.478142  0.114
H19 -3.052809 3.655354 -0.120249  0.113
H20 0.971751 5.049022 -5.782022  0.135
H21 -2.040353 0.604943 -2.110040  0.086
H22 -2.226469 -2.219476 -3.600089  0.145
H23 -3.518593 2.969390 2.157238  0.113
H24 -3.306219 -0.608177 -2.025860  0.094
H25 -2.550937 2.505049 -1.373264  0.081
H26 1.872962 0.201788 -2.241076  0.027
H27 -4.600514 -1.775188 -1.222296  0.082
H28 0.159163 -0.622523 5.566814  0.110
H29 -0.925370 0.775829 5.826814  0.119
H30 -1.492463 2.827895 0.022937  0.057
H31 0.842225 0.975155 6.020746  0.124
H32 4.102084 2.134011 -1.078244  0.112
H33 3.502899 0.549412 -2.825377  0.115
H34 -5.418130 -2.451282 0.189632  0.115
H35 -4.871912 1.262101 -0.930604  0.096
H36 3.293362 0.799497 2.800492  0.081
H37 2.486897 2.046710 -0.347183  0.050
H38 -0.657549 -4.200945 -3.690258  0.143
H39 5.427451 0.053057 -1.524866  0.116
H40 1.322600 2.608412 -6.108779  0.129
H41 3.928693 1.766347 0.650280  0.075
H42 3.041812 -2.094031 4.011183  0.115
H43 4.865769 -1.531220 -0.992860  0.093
H44 5.053215 -2.122607 1.011002  0.065
H45 3.778990 -3.289624 1.427912  0.086
H46 -5.082905 2.655380 0.130967  0.112
H47 1.011759 1.025547 -4.200372  0.120
H48 -3.571218 -3.644556 0.824475  0.117
H49 0.029963 4.354170 -1.616302  0.130
H50 -5.479849 -0.711206 -0.095706  0.068

Atoms 1-6, force components in eV/Å:
0.165 1.931 0.399
2.176 -0.742 -0.040
-2.246 -0.424 -1.115
0.830 3.110 -4.172
1.088 1.477 -4.134
-0.013 -0.022 0.049

Net charge: +3
Orbital gap (spin up / spin down): 0.2575 / 0.2100 Eh
Expectation value of S²: 3.79
Spin multiplicity: 4
LUMO (spin up / spin down): -9.67 / -11.68 eV

Please write out number 1 again, unchanged.
The molecule C4H4FN in a non-equilibrium geometry, computed with wB97M-V/def2-TZVPD.

Last column: Löwdin charge in e.
Geometry (Å):
F1 -2.162997 -1.258153 -0.006700  0.058
N1 1.116627 -2.551764 -0.004266  0.160
C1 -1.408357 -0.165959 -0.003437  -0.096
C2 0.571577 -1.523363 -0.003691  -0.181
C3 -0.059345 -0.229766 -0.001422  -0.270
C4 0.812303 0.998969 -0.019374  -0.054
H1 1.438928 1.013182 -0.877637  0.070
H2 1.445626 1.034082 0.897263  0.099
H3 -1.954948 0.768458 0.001316  0.128
H4 0.200585 1.914311 0.017949  0.085

Atoms 1-6, force components in eV/Å:
-0.094 0.048 0.021
-0.822 1.566 0.000
1.528 0.058 0.015
0.779 -1.374 0.002
-1.189 -0.020 -0.082
-0.501 0.300 1.678

Net charge: 0
Orbital gap: 0.3930 Eh
LUMO: 0.63 eV
SMILES string: C/C(C#N)=C/F